1.
Molecular formula: C5H9ClN2O3PS
Method: DFT, ωB97M-V/def2-TZVPD

Each line ends with the natural charge from an NBO analysis.
CARTESIAN COORDINATES (ANGSTROEM)
C1 3.017 -0.546 0.460  0.120
C2 -1.307 -0.734 0.103  0.774
C3 -0.851 0.913 1.941  -0.646
C4 -2.014 -2.080 -1.618  -0.268
C5 -0.993 0.748 0.451  -0.476
N1 4.125 -0.178 0.672  -0.559
N2 1.635 2.076 -0.360  -0.748
O1 -1.060 -1.626 0.908  -0.557
O2 0.390 0.509 -1.953  -0.938
O3 -1.616 -0.787 -1.181  -0.476
P1 0.591 0.916 -0.439  1.672
S1 1.518 -1.102 0.261  0.274
Cl1 -2.040 1.893 -0.361  0.051
H1 -1.407 0.146 2.543  0.283
H2 -1.187 1.910 2.207  0.252
H3 0.206 0.843 2.236  0.225
H4 -2.994 -2.332 -1.320  0.216
H5 -1.189 -2.716 -1.156  0.201
H6 -1.791 -2.175 -2.667  0.219
H7 4.422 0.456 1.389  0.423
H8 1.577 2.814 0.418  0.421
H9 0.967 1.051 -2.536  0.537

Output
Total charge = +1
ΔE to the lowest compared entry with this formula, charge and spin = 16.5 kcal/mol
Spin multiplicity = 3
Frontier orbital gap (alpha / beta) = 6.475 / 5.892 eV
HOMO energy (alpha / beta) = -0.372 / -0.525 Ha

***

2.
Molecular formula: C4H8N4
Method: DFT, ωB97M-V/def2-TZVPD

Each line ends with the natural charge from an NBO analysis.
CARTESIAN COORDINATES (ANGSTROEM)
N1 0.402 2.122 -1.721  -0.635
N2 -0.073 0.819 -1.876  -0.452
C1 -0.196 0.028 -0.819  0.536
N3 -0.434 -1.236 -0.839  -0.534
C2 -0.497 -1.631 0.525  -0.073
C3 0.723 -1.352 1.372  -0.452
C4 -0.353 -0.340 1.408  -0.094
N4 -0.248 0.678 0.428  -0.652
H1 1.161 2.082 -1.006  0.346
H2 -0.350 2.705 -1.376  0.341
H3 0.107 0.438 -2.811  0.399
H4 -1.190 -2.521 0.678  0.211
H5 0.817 -2.005 2.240  0.219
H6 1.626 -1.154 0.848  0.216
H7 -1.014 -0.231 2.293  0.220
H8 -0.482 1.597 0.656  0.405

Output
Total charge = 0
ΔE to the lowest compared entry with this formula, charge and spin = 54.4 kcal/mol
Frontier orbital gap = 8.838 eV
HOMO energy = -0.294 Ha

***

3.
Molecular formula: C31H39N6OPtS
Method: DFT, ωB97M-V/def2-TZVPD

Each line ends with the Mulliken spin population.
CARTESIAN COORDINATES (ANGSTROEM)
Pt1 0.532 -0.073 -0.642  0.812
C1 3.604 2.260 0.830  0.004
C2 3.159 1.294 1.970  0.005
C3 3.520 -0.183 1.733  -0.011
C4 1.799 1.646 2.552  0.044
C5 1.792 2.706 3.456  -0.021
C6 0.780 2.854 4.401  0.024
C7 -0.420 2.138 4.181  -0.014
C8 -0.545 1.251 3.097  0.061
C9 -1.906 0.621 2.853  -0.016
C10 -2.309 -0.358 3.971  -0.002
C11 -3.053 1.620 2.497  -0.009
C12 0.612 0.923 2.314  -0.032
N1 0.452 -0.108 1.378  0.384
C13 0.437 -1.386 1.908  -0.050
C14 0.063 -2.323 0.984  0.169
C15 -0.275 -3.698 0.984  -0.002
C16 -0.776 -3.968 -0.276  0.172
C17 -0.852 -2.766 -1.037  0.108
N2 -0.226 -1.835 -0.310  0.146
C18 -1.791 -2.574 -2.215  0.062
C19 -1.175 -3.192 -3.456  0.036
C20 -3.069 -3.349 -1.827  0.024
C21 -2.198 -1.102 -2.439  -0.006
H1 4.679 2.350 0.862  0.001
H2 3.236 3.250 1.043  -0.001
H3 3.237 1.847 -0.097  -0.006
H4 3.802 1.650 2.803  0.000
H5 3.197 -0.707 0.783  0.008
H6 3.229 -0.869 2.567  0.002
H7 4.596 -0.239 1.743  0.001
H8 2.689 3.382 3.428  0.001
H9 0.897 3.443 5.284  0.001
H10 -1.250 2.284 4.871  0.002
H11 -1.806 0.070 1.909  0.005
H12 -2.015 0.056 4.915  0.001
H13 -1.905 -1.364 3.847  0.000
H14 -3.403 -0.478 4.026  0.000
H15 -3.194 2.338 3.369  0.001
H16 -3.997 1.035 2.371  0.000
H17 -2.882 2.229 1.611  0.016
H18 0.638 -1.690 2.920  0.034
H19 -0.047 -4.350 1.771  0.002
H20 -1.201 -4.922 -0.564  -0.004
H21 -0.765 -4.198 -3.209  -0.004
H22 -0.366 -2.603 -3.936  -0.006
H23 -2.019 -3.282 -4.193  0.004
H24 -3.037 -4.447 -1.789  -0.001
H25 -3.908 -3.128 -2.509  0.006
H26 -3.438 -3.083 -0.822  -0.001
H27 -1.410 -0.529 -2.901  0.004
H28 -2.479 -0.660 -1.459  -0.003
H29 -3.050 -1.148 -3.095  -0.001
N3 -3.243 5.343 -1.737  0.117
C22 -2.352 4.822 -2.567  0.111
O1 -2.185 5.045 -3.763  0.881
C23 -1.567 3.674 -1.944  0.312
C24 -0.387 3.282 -2.619  -0.067
C25 0.594 2.602 -1.975  0.191
N4 0.388 2.029 -0.736  0.138
C26 -0.764 2.436 -0.081  0.233
C27 -1.743 3.214 -0.622  -0.033
H30 -3.751 6.142 -2.053  -0.003
H31 -3.077 5.228 -0.730  -0.005
H32 -0.227 3.595 -3.649  0.003
H33 1.580 2.590 -2.412  0.017
H34 -0.949 1.924 0.885  0.005
H35 -2.672 3.335 -0.024  0.006
S1 1.208 -0.503 -2.785  0.092
C28 2.363 -1.725 -2.451  0.022
N5 2.600 -2.463 -3.557  0.013
C29 3.388 -3.581 -3.514  -0.005
C30 3.897 -4.020 -2.311  0.012
C31 3.686 -3.089 -1.264  -0.006
N6 2.913 -2.001 -1.291  0.015
H36 2.214 -2.118 -4.434  0.000
H37 3.491 -4.104 -4.449  0.000
H38 4.327 -4.976 -2.095  0.000
H39 4.085 -3.311 -0.273  0.000

Output
Total charge = +3
ΔE to the lowest compared entry with this formula, charge and spin = 18.7 kcal/mol
Spin multiplicity = 5
Frontier orbital gap (alpha / beta) = 4.779 / 4.044 eV
HOMO energy (alpha / beta) = -0.526 / -0.583 Ha

***

4.
Molecular formula: C6H10N2S
Method: DFT, ωB97M-V/def2-TZVPD

Each line ends with the natural charge from an NBO analysis.
CARTESIAN COORDINATES (ANGSTROEM)
C1 0.029 -2.258 -0.212  -0.444
N1 0.435 -0.897 0.011  -0.465
C2 -0.278 0.109 -0.249  0.474
C3 -0.078 1.529 0.227  -0.508
C4 -1.410 2.163 0.268  -0.236
C5 -2.265 1.278 -0.228  -0.034
N2 -1.591 0.102 -0.620  -0.645
H1 -1.034 -2.311 0.033  0.193
H2 0.304 -2.433 -1.248  0.203
H3 0.527 -3.061 0.351  0.205
H4 0.479 1.958 -0.559  0.250
H5 0.549 1.531 1.179  0.254
H6 -1.669 3.081 0.864  0.232
H7 -3.300 1.219 -0.020  0.212
H8 -2.000 -0.381 -1.435  0.408
C6 2.725 -0.513 0.427  -0.396
S1 3.029 0.847 -0.392  -0.074
H9 2.601 -1.535 0.075  0.185
H10 2.945 -0.429 1.526  0.186

Output
Total charge = 0
ΔE to the lowest compared entry with this formula, charge and spin = 57.0 kcal/mol
Frontier orbital gap = 8.619 eV
HOMO energy = -0.291 Ha

***

no.,molecular weight (g mol⁻¹)
1,243.632
2,112.136
3,738.839
4,142.227